1.
The following is a quantum chemistry calculation of a 9-piece molecular cluster, C51H104F4N13O8S4 overall at a distorted geometry, from the Open Molecules 2025 dataset.

XYZ file:
```
184
Properties=species:S:1:pos:R:3
C -3.947 5.867 -3.358
C -2.972 6.984 -3.717
C -3.448 7.898 -4.864
C -3.498 7.426 -6.296
N -4.190 8.479 -7.248
C -4.415 7.890 -8.649
C -5.645 8.601 -9.260
C -6.300 9.278 -8.014
C -5.663 8.669 -6.780
C -3.337 9.789 -7.297
H -4.904 6.239 -2.991
H -3.638 5.251 -2.514
H -4.080 5.171 -4.186
H -1.998 6.501 -3.798
H -2.957 7.534 -2.776
H -2.611 8.595 -4.827
H -4.375 8.381 -4.556
H -4.065 6.498 -6.221
H -2.523 7.300 -6.767
H -3.514 8.056 -9.240
H -4.608 6.822 -8.558
H -5.252 9.254 -10.039
H -6.278 7.859 -9.745
H -6.190 10.361 -7.960
H -7.378 9.115 -8.009
H -5.652 9.297 -5.889
H -6.056 7.668 -6.601
H -3.672 10.465 -8.084
H -2.343 9.409 -7.533
H -3.416 10.219 -6.299
C -4.572 -2.660 9.473
C -3.402 -2.629 10.507
C -2.566 -3.963 10.621
C -3.355 -5.088 11.280
N -2.761 -6.499 11.054
C -2.913 -7.010 9.578
C -3.948 -8.098 9.452
C -4.671 -7.969 10.770
C -3.655 -7.452 11.837
C -1.337 -6.503 11.596
H -4.248 -2.916 8.465
H -5.110 -1.713 9.437
H -5.350 -3.319 9.859
H -3.765 -2.306 11.483
H -2.725 -1.827 10.213
H -1.719 -3.736 11.269
H -2.188 -4.322 9.664
H -4.345 -5.057 10.827
H -3.592 -4.931 12.333
H -1.912 -7.436 9.506
H -2.956 -6.191 8.860
H -3.564 -9.118 9.462
H -4.672 -8.037 8.640
H -5.072 -8.953 11.013
H -5.506 -7.278 10.653
H -3.010 -8.204 12.292
H -4.035 -7.025 12.765
H -0.686 -5.889 10.975
H -0.876 -7.479 11.443
H -1.439 -6.211 12.641
C 8.507 -5.566 -10.888
C 7.997 -4.139 -10.665
C 6.500 -3.968 -11.272
C 5.519 -4.826 -10.504
N 4.063 -4.310 -10.741
C 3.758 -2.812 -10.396
C 2.573 -2.818 -9.427
C 2.593 -4.215 -8.764
C 3.022 -5.136 -9.916
C 3.762 -4.334 -12.222
H 7.916 -6.430 -10.583
H 9.411 -5.648 -10.284
H 8.666 -5.721 -11.955
H 8.625 -3.335 -11.046
H 7.964 -3.947 -9.593
H 6.670 -4.148 -12.333
H 6.276 -2.902 -11.233
H 5.628 -4.831 -9.420
H 5.730 -5.828 -10.877
H 3.733 -2.115 -11.234
H 4.620 -2.485 -9.814
H 1.670 -2.687 -10.024
H 2.625 -2.046 -8.660
H 1.684 -4.612 -8.314
H 3.297 -4.183 -7.933
H 2.150 -5.313 -10.547
H 3.413 -6.092 -9.568
H 3.729 -5.369 -12.561
H 4.502 -3.755 -12.774
H 2.768 -3.916 -12.383
C 5.715 -3.969 1.265
C 4.171 -3.739 1.297
N 3.446 -4.785 0.542
C 3.396 -4.991 -0.806
C 2.509 -6.028 -1.076
N 2.003 -6.450 0.136
C 2.560 -5.681 1.146
C 0.865 -7.377 0.211
H 6.202 -3.057 1.611
H 6.066 -4.074 0.239
H 6.033 -4.847 1.828
H 3.981 -2.790 0.796
H 3.792 -3.680 2.317
H 4.025 -4.381 -1.439
H 2.085 -6.483 -1.959
H 2.457 -5.720 2.220
H 0.034 -6.943 -0.345
H 0.533 -7.439 1.247
H 1.102 -8.399 -0.085
C -1.094 0.892 2.529
C 0.252 0.514 1.851
N 0.285 0.697 0.373
C -0.204 -0.260 -0.545
C -0.011 0.236 -1.856
N 0.691 1.401 -1.728
C 0.843 1.705 -0.424
C 1.034 2.269 -2.826
H -1.135 0.788 3.613
H -1.949 0.381 2.088
H -1.350 1.923 2.286
H 0.326 -0.543 2.106
H 1.045 1.100 2.317
H -0.628 -1.211 -0.256
H -0.361 -0.058 -2.835
H 1.292 2.611 -0.044
H 0.195 2.389 -3.512
H 1.893 1.715 -3.205
H 1.376 3.240 -2.469
C 7.481 2.101 4.956
C 8.017 3.518 4.632
N 8.270 3.505 3.213
C 9.301 2.835 2.585
C 9.189 3.060 1.238
N 8.064 3.878 1.017
C 7.542 4.178 2.218
C 7.523 4.235 -0.315
H 8.085 1.337 4.467
H 6.418 2.092 4.716
H 7.598 2.034 6.038
H 8.875 3.858 5.213
H 7.298 4.298 4.885
H 9.981 2.142 3.058
H 9.764 2.636 0.428
H 6.602 4.687 2.372
H 8.171 3.979 -1.154
H 7.259 5.290 -0.251
H 6.577 3.727 -0.499
C -11.771 0.119 1.802
C -10.667 1.019 1.301
N -10.069 1.799 2.407
C -9.062 1.361 3.285
C -8.942 2.436 4.215
N -9.706 3.447 3.851
C -10.532 3.029 2.821
C -9.805 4.746 4.466
H -11.556 -0.598 2.594
H -12.174 -0.392 0.928
H -12.523 0.795 2.210
H -11.001 1.720 0.536
H -9.800 0.466 0.937
H -8.598 0.386 3.280
H -8.247 2.494 5.040
H -11.324 3.560 2.314
H -9.115 5.445 3.993
H -9.583 4.557 5.516
H -10.826 5.108 4.340
N 3.246 -4.819 7.104
S 4.007 -3.864 7.887
O 5.453 -3.763 7.622
O 3.573 -3.643 9.242
F 3.474 -2.597 7.104
S 4.220 -6.111 7.380
O 4.542 -6.485 8.764
O 5.172 -6.470 6.328
F 3.073 -7.274 7.120
N 2.636 7.651 0.808
S 2.850 8.996 0.133
O 4.248 9.436 0.194
O 1.848 10.050 0.030
F 2.913 8.472 -1.428
S 2.116 8.359 2.207
O 0.732 8.857 2.366
O 3.149 8.958 3.020
F 2.072 6.839 2.905
```

For the HOMO energy, the calculation gives -14.1278 eV. Its molar mass is 1231.74 u. The net charge is +5.

These are the Mulliken partial charges, in e, on atoms 1 to 6:
1 C -1.311
2 C -0.718
3 C -0.332
4 C -0.572
5 N 0.052
6 C -0.583

2.
The following is a quantum chemistry calculation of the molecule C11H13OP at a distorted geometry, from the Open Molecules 2025 dataset.

XYZ file:
```
26
Properties=species:S:1:pos:R:3
C -3.056 1.982 -0.671
C -2.734 1.738 0.665
C -2.070 2.205 -1.564
C -1.456 1.704 1.063
C -0.754 2.082 -1.199
C -0.480 1.725 0.111
C 0.780 -3.535 0.500
C 0.593 -1.195 0.349
C 1.269 -0.134 1.266
C 1.416 -2.448 0.147
C 2.658 -2.417 -0.693
O 0.215 -4.423 0.973
P 1.235 1.627 0.605
H -3.988 2.034 -1.088
H -3.444 1.610 1.417
H -2.399 2.299 -2.676
H -1.271 1.548 2.177
H 0.086 2.251 -1.953
H -0.456 -1.508 0.738
H 0.698 -0.758 -0.702
H 0.718 -0.055 2.233
H 2.313 -0.366 1.557
H 1.615 1.292 -0.737
H 2.604 -1.329 -1.127
H 2.457 -3.330 -1.388
H 3.451 -2.599 -0.002
```

For the HOMO energy, the calculation gives -8.1557 eV. The energy above the lowest of the compared OMol25 structures with the same formula, charge and spin comes out at 50.6 kcal per mole. Its molar mass is 192.20 u. The net charge is 0. The SMILES is CC(=C=O)CCPc1ccccc1.

These are the Mulliken partial charges, in e, on atoms 1 to 6:
1 C -0.612
2 C -0.438
3 C -0.259
4 C -0.439
5 C -0.282
6 C 0.676

3.
The following is a quantum chemistry calculation of C3H3ErLiO4 as an isolated structure at a distorted geometry, from the Open Molecules 2025 dataset.

XYZ file:
```
12
Properties=species:S:1:pos:R:3
C -0.492 -1.349 0.992
O -0.008 -2.458 0.833
O -1.434 -1.003 1.766
C -0.133 -0.248 -0.067
O -0.662 0.852 -0.054
O 0.955 -0.516 -0.724
C 1.663 0.577 -1.323
H 1.980 1.281 -0.544
H 2.527 0.133 -1.822
H 1.019 1.096 -2.043
Er -3.805 -0.352 1.878
Li -1.611 1.987 1.107
```

For the HOMO energy (alpha / beta), the calculation gives -11.2087 / -11.6149 eV. Its multiplicity is 4. The energy above the lowest of the compared OMol25 structures with the same formula, charge and spin comes out at 0.0 kcal per mole. Its molar mass is 277.25 u. The net charge is +1.

These are the Mulliken partial charges, in e, on atoms 1 to 6:
1 C 0.497
2 O -0.513
3 O -0.451
4 C 0.753
5 O -0.573
6 O -0.220

4.
The following is a quantum chemistry calculation of a 2-piece molecular cluster, C4H11NO overall at a distorted geometry, from the Open Molecules 2025 dataset.

XYZ file:
```
17
Properties=species:S:1:pos:R:3
C -1.404 0.530 0.711
C -2.620 -0.435 0.814
H -0.696 0.606 1.569
H -0.852 0.275 -0.137
H -1.855 1.550 0.607
H -2.749 -0.775 1.769
H -3.489 0.155 0.474
H -2.355 -1.312 0.228
C 1.189 -0.441 -1.559
C 2.015 0.522 -0.698
O 2.311 1.640 -1.071
N 2.487 -0.025 0.504
H 0.740 0.236 -2.313
H 0.534 -1.138 -1.002
H 3.068 0.629 1.100
H 2.035 -0.725 1.104
H 1.642 -1.293 -2.101
```

For the HOMO energy, the calculation gives -10.0645 eV. The energy above the lowest of the compared OMol25 structures with the same formula, charge and spin comes out at 23.8 kcal per mole. Its molar mass is 89.14 u. The net charge is 0. The SMILES is CC(N)=O.CC.

These are the Mulliken partial charges, in e, on atoms 1 to 6:
1 C -0.380
2 C -0.890
3 H 0.256
4 H -0.146
5 H 0.307
6 H 0.287

What did the second record say?
The following is a quantum chemistry calculation of the molecule C11H13OP at a distorted geometry, from the Open Molecules 2025 dataset.

XYZ file:
```
26
Properties=species:S:1:pos:R:3
C -3.056 1.982 -0.671
C -2.734 1.738 0.665
C -2.070 2.205 -1.564
C -1.456 1.704 1.063
C -0.754 2.082 -1.199
C -0.480 1.725 0.111
C 0.780 -3.535 0.500
C 0.593 -1.195 0.349
C 1.269 -0.134 1.266
C 1.416 -2.448 0.147
C 2.658 -2.417 -0.693
O 0.215 -4.423 0.973
P 1.235 1.627 0.605
H -3.988 2.034 -1.088
H -3.444 1.610 1.417
H -2.399 2.299 -2.676
H -1.271 1.548 2.177
H 0.086 2.251 -1.953
H -0.456 -1.508 0.738
H 0.698 -0.758 -0.702
H 0.718 -0.055 2.233
H 2.313 -0.366 1.557
H 1.615 1.292 -0.737
H 2.604 -1.329 -1.127
H 2.457 -3.330 -1.388
H 3.451 -2.599 -0.002
```

For the HOMO energy, the calculation gives -8.1557 eV. The energy above the lowest of the compared OMol25 structures with the same formula, charge and spin comes out at 50.6 kcal per mole. Its molar mass is 192.20 u. The net charge is 0. The SMILES is CC(=C=O)CCPc1ccccc1.

These are the Mulliken partial charges, in e, on atoms 1 to 6:
1 C -0.612
2 C -0.438
3 C -0.259
4 C -0.439
5 C -0.282
6 C 0.676

Q: What is the net charge in the third record?
A: +1

Q: Among the records above, which one has the highest net charge?
A: C51H104F4N13O8S4

Please write out number 4 again, unchanged.
The following is a quantum chemistry calculation of a 2-piece molecular cluster, C4H11NO overall at a distorted geometry, from the Open Molecules 2025 dataset.

XYZ file:
```
17
Properties=species:S:1:pos:R:3
C -1.404 0.530 0.711
C -2.620 -0.435 0.814
H -0.696 0.606 1.569
H -0.852 0.275 -0.137
H -1.855 1.550 0.607
H -2.749 -0.775 1.769
H -3.489 0.155 0.474
H -2.355 -1.312 0.228
C 1.189 -0.441 -1.559
C 2.015 0.522 -0.698
O 2.311 1.640 -1.071
N 2.487 -0.025 0.504
H 0.740 0.236 -2.313
H 0.534 -1.138 -1.002
H 3.068 0.629 1.100
H 2.035 -0.725 1.104
H 1.642 -1.293 -2.101
```

For the HOMO energy, the calculation gives -10.0645 eV. The energy above the lowest of the compared OMol25 structures with the same formula, charge and spin comes out at 23.8 kcal per mole. Its molar mass is 89.14 u. The net charge is 0. The SMILES is CC(N)=O.CC.

These are the Mulliken partial charges, in e, on atoms 1 to 6:
1 C -0.380
2 C -0.890
3 H 0.256
4 H -0.146
5 H 0.307
6 H 0.287